Arrangement A

19
Properties=species:S:1:pos:R:3 method="wB97M-V/def2-TZVPD" gap_ev=11.45 e_homo_ha=-0.38075 total_charge=0
C 1.370 0.470 1.870
C 0.827 1.520 0.957
C 0.642 -0.745 1.268
H 1.132 0.609 2.849
H 2.402 0.383 1.754
H 1.149 1.214 0.029
H -0.274 1.529 1.089
H 1.362 -1.474 1.609
H 1.341 2.563 1.270
H 0.743 -0.665 0.170
H -0.325 -0.821 1.569
C -1.996 -0.338 -2.280
C -0.774 -0.839 -1.584
H -2.684 0.017 -1.591
H -1.655 0.385 -3.113
H -2.381 -1.179 -2.859
H 0.160 -0.416 -1.945
H -0.532 -1.995 -1.591
H -0.849 -0.559 -0.634

=====

Arrangement B

19
Properties=species:S:1:pos:R:3 method="wB97M-V/def2-TZVPD" gap_ev=12.64 e_homo_ha=-0.42251 total_charge=0
C 1.411 1.978 -0.842
C 0.432 2.057 0.341
C 1.407 0.598 -1.497
H 2.431 2.127 -0.490
H 1.151 2.750 -1.562
H -0.392 2.700 0.066
H 0.032 1.064 0.555
H 0.409 0.213 -1.676
H 1.897 -0.106 -0.833
H 0.916 2.355 1.278
H 1.920 0.598 -2.456
C -1.886 -2.247 0.299
C -0.965 -1.834 1.457
H -1.848 -1.493 -0.496
H -1.646 -3.245 -0.067
H -2.926 -2.244 0.624
H -1.240 -2.384 2.358
H -1.157 -0.794 1.749
H 0.054 -2.094 1.193

=====

Computed stability ranking, most favorable first: arrangement B, arrangement A

=====

Arrangement A

19
Properties=species:S:1:pos:R:3 method="wB97M-V/def2-TZVPD" gap_ev=11.92 e_homo_ha=-0.39706 total_charge=0
C 2.071 2.193 0.730
C 1.368 1.279 1.578
H 2.333 3.164 1.267
H 2.982 1.898 0.311
H 1.482 2.670 -0.033
H 1.420 1.546 2.699
H 0.325 1.125 1.309
H 1.829 0.317 1.613
C -1.629 -1.674 -0.486
C -1.530 -0.127 -0.459
C -0.700 -2.133 -1.626
H -1.429 -2.215 0.536
H -2.585 -2.145 -0.737
H -2.171 0.326 -1.182
H 0.291 -1.807 -1.414
H -0.844 -3.158 -1.750
H -1.009 -1.620 -2.565
H -1.693 0.117 0.588
H -0.511 0.244 -0.379

=====

Arrangement B

19
Properties=species:S:1:pos:R:3 method="wB97M-V/def2-TZVPD" gap_ev=12.45 e_homo_ha=-0.41803 total_charge=0
C 1.091 -1.908 -0.119
C 2.078 -3.049 0.113
H 1.260 -1.105 0.595
H 1.190 -1.496 -1.125
H 0.055 -2.241 -0.054
H 1.824 -3.951 -0.439
H 2.139 -3.301 1.173
H 3.082 -2.721 -0.162
C -0.731 1.411 -0.185
C -1.650 2.164 -1.135
C -0.975 1.719 1.271
H -0.848 0.339 -0.342
H 0.307 1.632 -0.445
H -1.660 3.239 -0.939
H -0.754 2.751 1.553
H -2.012 1.599 1.586
H -2.679 1.801 -1.088
H -1.334 2.050 -2.175
H -0.384 1.066 1.918

=====

Arrangement C

19
Properties=species:S:1:pos:R:3 method="wB97M-V/def2-TZVPD" gap_ev=11.97 e_homo_ha=-0.39786 total_charge=0
C 1.089 2.234 -0.949
C -0.271 2.370 -0.330
H 1.406 2.976 -1.689
H 1.910 2.399 -0.185
H 1.011 1.286 -1.431
H -0.550 1.540 0.307
H -1.087 2.659 -1.005
H -0.365 2.915 0.588
C 0.120 -1.909 0.761
C -0.967 -1.054 1.371
C 0.063 -1.872 -0.817
H 1.181 -1.466 1.164
H 0.138 -2.970 1.153
H -1.179 -0.137 0.762
H -0.828 -0.885 2.449
H 1.049 -1.966 -1.349
H -0.764 -2.553 -1.052
H -1.884 -1.533 1.255
H -0.246 -0.876 -1.182

=====

Arrangement D

19
Properties=species:S:1:pos:R:3 method="wB97M-V/def2-TZVPD" gap_ev=12.45 e_homo_ha=-0.41500 total_charge=0
C -1.582 -1.111 2.345
C -1.885 0.154 1.578
H -2.519 -1.641 2.589
H -0.936 -1.862 1.928
H -1.258 -0.957 3.380
H -1.092 0.881 1.467
H -2.611 0.693 2.209
H -2.333 -0.112 0.617
C 1.084 0.894 -1.496
C 1.667 0.192 -2.704
C 1.132 0.132 -0.184
H 1.477 1.905 -1.356
H 0.040 1.059 -1.729
H 1.517 0.721 -3.651
H 0.532 0.689 0.523
H 0.723 -0.873 -0.291
H 2.138 -0.011 0.238
H 2.752 0.012 -2.647
H 1.155 -0.765 -2.817

=====

Computed stability ranking, most favorable first: arrangement B, arrangement D, arrangement A, arrangement C

=====

Arrangement A

19
Properties=species:S:1:pos:R:3 method="wB97M-V/def2-TZVPD" gap_ev=12.48 e_homo_ha=-0.41620 total_charge=0
C 1.996 0.414 0.042
C 2.707 -0.896 -0.274
H 1.571 0.869 -0.856
H 1.346 0.457 0.903
H 2.714 1.223 0.250
H 2.470 -1.296 -1.261
H 2.362 -1.675 0.410
H 3.792 -0.855 -0.208
C -1.520 -0.298 0.446
C -2.283 -0.445 -0.853
C -1.232 1.171 0.842
H -2.102 -0.783 1.231
H -0.583 -0.859 0.396
H -1.685 -0.376 -1.766
H -0.290 1.504 0.430
H -1.985 1.726 0.273
H -3.148 0.214 -0.943
H -2.687 -1.462 -0.950
H -1.444 1.368 1.888

=====

Arrangement B

19
Properties=species:S:1:pos:R:3 method="wB97M-V/def2-TZVPD" gap_ev=11.83 e_homo_ha=-0.39565 total_charge=0
C 1.061 -0.617 -1.555
C 1.590 -0.133 -2.913
H 1.528 -1.526 -1.146
H 1.371 0.194 -0.818
H -0.022 -0.708 -1.560
H 1.661 -0.933 -3.626
H 2.520 0.477 -2.872
H 0.642 0.513 -3.347
C -0.392 0.261 1.761
C -0.969 -0.825 0.855
C -1.452 1.273 2.253
H 0.096 -0.163 2.646
H 0.418 0.849 1.164
H -1.491 -0.354 0.060
H -1.468 -1.483 1.581
H -1.855 1.754 1.359
H -2.318 0.920 2.865
H -0.086 -1.272 0.304
H -0.835 1.774 2.988

=====

Computed stability ranking, most favorable first: arrangement A, arrangement B

=====

Arrangement A

19
Properties=species:S:1:pos:R:3 method="wB97M-V/def2-TZVPD" gap_ev=12.42 e_homo_ha=-0.41421 total_charge=0
C -2.413 -2.105 -1.369
C -1.609 -1.190 -0.456
H -1.964 -3.060 -1.660
H -3.412 -2.234 -0.967
H -2.519 -1.627 -2.353
H -0.536 -1.158 -0.616
H -2.072 -0.202 -0.553
H -1.780 -1.323 0.621
C 1.775 1.579 0.624
C 0.343 1.696 0.077
C 2.115 0.213 1.193
H 2.461 1.837 -0.186
H 1.927 2.348 1.388
H -0.366 1.677 0.908
H 3.114 0.253 1.621
H 1.394 -0.105 1.947
H 2.148 -0.527 0.389
H 0.212 2.652 -0.429
H 0.207 0.881 -0.624

=====

Arrangement B

19
Properties=species:S:1:pos:R:3 method="wB97M-V/def2-TZVPD" gap_ev=11.83 e_homo_ha=-0.39584 total_charge=0
C -0.011 2.220 -0.861
C 1.445 2.743 -0.550
H -0.799 2.795 -0.354
H -0.228 1.920 -1.907
H -0.025 1.169 -0.395
H 2.116 2.425 -1.300
H 1.621 2.304 0.463
H 1.415 3.790 -0.172
C -0.476 -1.137 0.560
C -0.194 -2.170 1.642
C -0.742 -1.734 -0.810
H -1.467 -0.694 0.798
H 0.263 -0.309 0.486
H 0.235 -3.098 1.108
H -1.733 -1.315 -1.168
H 0.074 -1.428 -1.448
H -0.956 -2.798 -0.804
H 0.447 -1.918 2.493
H -1.092 -2.380 2.313

=====

Computed stability ranking, most favorable first: arrangement A, arrangement B

=====

Arrangement A

19
Properties=species:S:1:pos:R:3 method="wB97M-V/def2-TZVPD" gap_ev=12.31 e_homo_ha=-0.41263 total_charge=0
C -0.292 1.164 1.067
C -1.314 0.547 2.069
C 1.018 1.588 1.795
H -0.099 0.467 0.272
H -0.564 2.147 0.699
H -0.907 0.769 3.053
H 1.684 0.775 2.094
H 1.666 2.077 1.008
H -1.123 -0.522 2.035
H -2.300 0.985 2.041
H 0.903 2.375 2.529
C 0.817 -1.282 -2.614
C -0.469 -1.797 -2.003
H 1.633 -2.001 -2.796
H 0.476 -0.891 -3.588
H 1.248 -0.362 -2.238
H -0.841 -1.186 -1.201
H -0.270 -2.788 -1.513
H -1.267 -2.065 -2.708

=====

Arrangement B

19
Properties=species:S:1:pos:R:3 method="wB97M-V/def2-TZVPD" gap_ev=11.85 e_homo_ha=-0.39489 total_charge=0
C -0.615 0.712 2.197
C -1.379 0.247 0.994
C 0.805 0.060 2.327
H -1.254 0.458 3.019
H -0.538 1.834 2.104
H -2.468 0.419 1.173
H -1.278 0.887 0.060
H 0.843 -0.977 2.751
H -1.117 -0.719 0.634
H 1.441 0.612 2.985
H 1.029 -0.110 1.301
C 0.591 0.225 -2.823
C 0.525 -1.057 -1.965
H 1.469 0.411 -3.443
H -0.217 0.304 -3.495
H 0.820 1.115 -2.171
H 0.360 -1.932 -2.842
H -0.462 -1.256 -1.442
H 1.443 -1.233 -1.363

=====

Computed stability ranking, most favorable first: arrangement A, arrangement B

=====

Arrangement A

19
Properties=species:S:1:pos:R:3 method="wB97M-V/def2-TZVPD" gap_ev=11.93 e_homo_ha=-0.39692 total_charge=0
C 0.388 1.801 1.636
C -0.911 1.962 0.863
C 1.512 0.904 1.039
H 0.184 1.520 2.666
H 0.863 2.805 1.603
H -1.396 2.851 1.264
H -0.933 2.263 -0.190
H 1.083 -0.051 1.373
H 2.519 1.176 1.313
H -1.434 1.008 0.936
H 1.541 1.050 -0.043
C -0.870 -1.699 -1.985
C 0.067 -2.540 -1.101
H -1.901 -1.775 -1.623
H -0.760 -0.614 -2.004
H -0.968 -2.185 -2.953
H 1.026 -2.020 -1.060
H -0.252 -2.956 -0.147
H 0.244 -3.502 -1.588

=====

Arrangement B

19
Properties=species:S:1:pos:R:3 method="wB97M-V/def2-TZVPD" gap_ev=12.43 e_homo_ha=-0.41548 total_charge=0
C -0.546 1.193 -0.486
C -1.292 2.547 -0.606
C -0.036 0.770 -1.863
H 0.316 1.318 0.170
H -1.229 0.518 0.021
H -2.179 2.532 0.033
H -1.743 2.656 -1.606
H 0.762 1.496 -2.043
H 0.541 -0.160 -1.727
H -0.741 3.477 -0.546
H -0.708 0.570 -2.685
C 0.517 -2.413 0.808
C 1.257 -1.810 2.039
H -0.551 -2.429 1.017
H 0.569 -1.816 -0.105
H 0.958 -3.386 0.617
H 0.753 -0.887 2.328
H 1.055 -2.504 2.844
H 2.298 -1.668 1.790

=====

Arrangement C

19
Properties=species:S:1:pos:R:3 method="wB97M-V/def2-TZVPD" gap_ev=11.95 e_homo_ha=-0.39710 total_charge=0
C 1.026 0.749 1.159
C -0.253 0.176 1.569
C 2.090 0.255 2.083
H 1.081 0.522 0.148
H 0.893 1.848 1.133
H -0.762 0.959 2.037
H 1.805 -0.760 2.549
H 3.087 -0.126 1.664
H 2.112 0.970 2.920
H -1.091 -0.033 0.668
H -0.116 -0.737 2.095
C -1.971 -0.087 -2.284
C -0.707 -0.972 -2.360
H -2.396 -0.305 -1.311
H -1.764 1.017 -2.433
H -2.638 -0.342 -3.103
H 0.098 -0.665 -1.837
H -0.601 -1.095 -3.467
H -0.817 -1.980 -2.066

=====

Computed stability ranking, most favorable first: arrangement B, arrangement A, arrangement C

=====

Arrangement A

19
Properties=species:S:1:pos:R:3 method="wB97M-V/def2-TZVPD" gap_ev=12.25 e_homo_ha=-0.40855 total_charge=0
C 1.366 0.122 -0.266
C 2.635 0.839 0.274
C 0.928 0.411 -1.700
H 1.542 -0.943 -0.133
H 0.587 0.522 0.388
H 2.397 1.882 0.504
H 1.188 1.430 -1.981
H 1.223 -0.300 -2.459
H 3.367 0.920 -0.532
H 2.973 0.357 1.184
H -0.159 0.443 -1.602
C -2.210 -0.696 0.029
C -2.365 -0.743 1.549
H -2.050 0.298 -0.398
H -1.306 -1.266 -0.185
H -3.086 -1.076 -0.487
H -2.682 0.191 2.020
H -1.376 -0.782 2.017
H -2.970 -1.611 1.779

=====

Arrangement B

19
Properties=species:S:1:pos:R:3 method="wB97M-V/def2-TZVPD" gap_ev=12.28 e_homo_ha=-0.41108 total_charge=0
C -2.306 -0.025 -0.056
C -3.225 -0.470 1.086
H -2.666 -0.518 -0.965
H -2.226 1.041 -0.235
H -1.283 -0.389 0.021
H -2.876 -0.157 2.066
H -3.292 -1.554 1.080
H -4.191 0.000 0.909
C 1.622 0.503 0.027
C 2.221 1.078 -1.243
C 2.063 -0.936 0.248
H 1.955 1.125 0.832
H 0.548 0.641 0.127
H 1.971 0.506 -2.147
H 1.454 -1.589 -0.383
H 3.116 -1.068 0.044
H 3.310 1.000 -1.201
H 1.905 2.091 -1.483
H 1.900 -1.277 1.274

=====

Computed stability ranking, most favorable first: arrangement B, arrangement A

=====

Arrangement A

19
Properties=species:S:1:pos:R:3 method="wB97M-V/def2-TZVPD" gap_ev=12.46 e_homo_ha=-0.41560 total_charge=0
C -1.986 0.689 -2.693
C -1.197 0.840 -1.383
H -3.017 0.342 -2.664
H -2.037 1.710 -3.088
H -1.550 0.229 -3.590
H -1.756 0.343 -0.586
H -1.024 1.888 -1.197
H -0.282 0.249 -1.417
C 0.568 -0.608 1.339
C 1.146 -1.440 2.481
C 1.616 0.313 0.672
H 0.112 -1.322 0.654
H -0.217 0.083 1.655
H 1.880 -2.151 2.064
H 1.763 1.161 1.338
H 2.563 -0.197 0.482
H 0.410 -1.987 3.063
H 1.806 -0.845 3.116
H 1.201 0.703 -0.245

=====

Arrangement B

19
Properties=species:S:1:pos:R:3 method="wB97M-V/def2-TZVPD" gap_ev=12.23 e_homo_ha=-0.40864 total_charge=0
C 0.229 1.110 0.151
C 1.083 1.840 1.173
C -0.306 2.065 -0.944
H 0.882 0.318 -0.304
H -0.619 0.715 0.782
H 0.442 2.562 1.693
H 0.601 2.578 -1.280
H 1.991 2.335 0.878
H 1.523 1.159 1.957
H -0.711 1.665 -1.815
H -0.868 2.846 -0.534
C 0.115 -2.169 -0.588
C -1.165 -2.577 0.129
H -0.041 -1.791 -1.611
H 0.597 -1.497 0.156
H 0.703 -3.080 -0.823
H -1.933 -1.733 0.158
H -1.579 -3.464 -0.368
H -0.944 -2.882 1.190

=====

Computed stability ranking, most favorable first: arrangement A, arrangement B